1.
Below is a molecular structure, C6H7HgLiO3, with properties calculated with ωB97M-V with the def2-TZVPD basis set.

- E_HOMO (spin up / spin down): -14.2 / -14.7 eV
- Charge: +2
- Energy above the lowest of the compared OMol25 structures with the same formula, charge and spin: 0.0 kJ/mol
- Total energy: -618.50015 a.u.
- Gap between HOMO and LUMO (spin up / spin down): 5.86 / 6.50 eV

Each line ends with the natural charge from an NBO analysis.
Cartesian coordinates (Å):
O  -1.14449  1.43265  2.02575  -0.570
C  -1.75706  0.75132  0.60514  -0.257
C  -1.38847  -0.34486  1.57763  0.493
O  -0.53499  -1.23827  1.28961  -0.791
H  -1.85785  1.45433  2.67024  0.507
H  -2.08828  1.51518  -0.10797  0.352
H  -2.77113  0.35865  0.36871  0.250
H  -2.22240  -0.66500  2.23265  0.233
Hg  0.48003  -2.00289  -0.03919  1.525
C  -0.04354  1.76394  -0.64084  -0.442
C  0.88076  0.84989  -1.05747  0.055
C  1.64770  -0.08616  -1.39408  -0.231
C  2.47308  -1.15618  -1.55560  0.099
O  2.12665  -2.33405  -1.11439  -0.933
Li  3.13775  -3.92328  -1.39515  0.991
H  -0.77857  2.06413  -1.39452  0.233
H  0.37200  2.60155  -0.06963  0.263
H  3.46879  -1.04097  -2.00088  0.223


2.
Below is a single C5H7NO3 molecule, with properties calculated with ωB97M-V with the def2-TZVPD basis set.

- E_HOMO (spin up / spin down): -4.6 / -8.3 eV
- Charge: 0
- Energy above the lowest of the compared OMol25 structures with the same formula, charge and spin: 184.5 kJ/mol
- Total energy: -474.98354 a.u.
- Gap between HOMO and LUMO (spin up / spin down): 5.26 / 7.52 eV
- Multiplicity: 3

Each line ends with the natural charge from an NBO analysis.
Cartesian coordinates (Å):
C  -0.00818  1.15079  -0.00612  -0.049
C  -1.30418  0.70480  0.11432  0.133
C  -1.38398  -0.65317  0.10094  0.197
C  0.19369  -1.06165  -0.23824  0.391
C  2.25704  0.30151  -0.07446  -0.373
N  0.84682  0.10349  -0.09071  -0.482
O  -2.41942  1.41682  0.24231  -0.659
O  -2.43105  -1.55602  0.01845  -0.660
O  0.88830  -2.20360  0.06083  -0.697
H  0.28129  2.10408  -0.40287  0.194
H  2.67789  0.25455  -0.97668  0.180
H  2.28556  1.29811  0.25996  0.197
H  2.82259  -0.46118  0.63537  0.204
H  -2.23486  2.35229  -0.02491  0.480
H  -3.07609  -1.25352  -0.50161  0.478
H  0.60460  -2.49731  0.88342  0.466


3.
Below is 2 unconnected molecules or ions with the total composition C6H12O, with properties calculated with ωB97M-V with the def2-TZVPD basis set.

- E_HOMO: -8.0 eV
- Charge: 0
- Energy above the lowest of the compared OMol25 structures with the same formula, charge and spin: 240.9 kJ/mol
- SMILES: C=CC=C(C)C.O
- Total energy: -310.96751 a.u.
- Gap between HOMO and LUMO: 8.68 eV

Each line ends with the natural charge from an NBO analysis.
Cartesian coordinates (Å):
C  -0.29673  0.77266  2.14132  -0.652
C  -0.90835  -0.00834  1.00373  0.035
C  -0.05585  -0.53121  0.08439  -0.235
C  1.16638  0.08593  -0.44343  -0.210
C  2.13051  -0.69582  -0.96926  -0.399
C  -2.24677  -0.67918  1.27070  -0.643
H  -0.90221  1.60584  2.54080  0.208
H  -0.16947  0.12991  3.02516  0.219
H  0.68899  1.20338  1.98428  0.220
H  -0.13769  -1.55446  -0.29949  0.195
H  1.35475  1.07963  -0.06908  0.193
H  1.86795  -1.59101  -1.50632  0.203
H  3.13760  -0.32313  -0.80651  0.206
H  -2.84978  0.04372  1.83033  0.215
H  -2.74349  -0.96417  0.34989  0.226
H  -2.00632  -1.49653  1.94135  0.219
H  0.42571  1.15000  -3.27178  0.478
H  1.20573  0.81557  -4.59284  0.471
O  0.33905  0.95722  -4.21326  -0.949


4.
Below is a single C4H7NO molecule, with properties calculated with ωB97M-V with the def2-TZVPD basis set.

- E_HOMO: -9.6 eV
- Charge: 0
- Energy above the lowest of the compared OMol25 structures with the same formula, charge and spin: 200.8 kJ/mol
- SMILES: C[C@H]1CN1C=O
- Total energy: -286.55516 a.u.
- Gap between HOMO and LUMO: 10.45 eV

Each line ends with the natural charge from an NBO analysis.
Cartesian coordinates (Å):
C  -1.69379  -0.27004  0.52930  -0.627
C  -0.37747  -0.67966  -0.12487  -0.024
C  0.34033  0.01646  -1.30459  -0.215
N  0.69482  0.23225  0.03516  -0.454
C  1.79588  0.71067  0.64067  0.535
O  2.65625  1.31032  0.02839  -0.598
H  -1.46862  0.07761  1.54481  0.221
H  -2.39027  -1.10910  0.62838  0.218
H  -2.20218  0.54596  0.00914  0.221
H  -0.14424  -1.74204  -0.00186  0.198
H  1.07276  -0.53926  -1.90004  0.204
H  -0.07860  0.88154  -1.81786  0.204
H  1.79512  0.56528  1.73337  0.117


5.
Below is a molecular structure, C8H24BrFeO4, with properties calculated with ωB97M-V with the def2-TZVPD basis set.

- E_HOMO (spin up / spin down): -14.8 / -14.8 eV
- Charge: +2
- Total energy: -4456.97350 a.u.
- Gap between HOMO and LUMO (spin up / spin down): 3.37 / 2.55 eV
- Multiplicity: 6

Each line ends with the natural charge from an NBO analysis.
Cartesian coordinates (Å):
Fe  -2.56075  0.53898  3.08820  1.607
Br  -0.90378  0.09214  1.00055  -0.580
C  2.83477  2.00241  1.97005  -0.614
C  2.67831  2.16464  0.47033  -0.084
O  2.36487  0.87493  0.02190  -0.540
H  3.36865  1.09333  2.24690  0.223
H  1.83461  1.91817  2.39514  0.182
H  3.30232  2.84715  2.47593  0.256
H  3.62089  2.40898  -0.01951  0.225
H  1.87306  2.86109  0.23656  0.197
H  1.43388  0.71536  0.19329  0.462
C  2.54373  -3.92596  1.62424  -0.618
C  2.07100  -2.53022  1.47599  -0.102
O  1.16999  -2.26724  2.47905  -0.415
H  2.93645  -4.18917  2.60637  0.259
H  3.34329  -4.10774  0.90608  0.260
H  1.65581  -4.53378  1.45031  0.256
H  1.62387  -2.43831  0.48617  0.228
H  2.88844  -1.81156  1.53438  0.304
H  0.51927  -1.68709  2.07708  0.493
C  -1.29929  3.75330  -0.75138  -0.639
C  -0.50717  2.97705  -1.83859  -0.079
O  -1.04934  1.66792  -2.03221  -0.695
H  -1.01295  4.80449  -0.78456  0.238
H  -0.97114  3.31872  0.19284  0.158
H  -2.38462  3.70333  -0.83893  0.229
H  0.57720  2.94426  -1.73296  0.160
H  -0.61678  3.42425  -2.82657  0.207
H  -0.88381  1.19555  -1.21302  0.425
C  -2.79869  -2.41708  -2.38310  -0.638
C  -3.51681  -1.38659  -1.49264  -0.063
O  -4.46722  -2.02647  -0.68905  -0.731
H  -2.14432  -3.07330  -1.80928  0.193
H  -2.20763  -1.87374  -3.12034  0.220
H  -3.44833  -3.10717  -2.92150  0.222
H  -4.00525  -0.72265  -2.20588  0.173
H  -2.75411  -0.80351  -0.97651  0.136
H  -5.10841  -2.40446  -1.29535  0.483


6.
Below is a single C3H8N2 molecule, with properties calculated with ωB97M-V with the def2-TZVPD basis set.

- E_HOMO: -8.7 eV
- Charge: 0
- Energy above the lowest of the compared OMol25 structures with the same formula, charge and spin: 145.3 kJ/mol
- SMILES: [H]/N=C(/C)NC
- Total energy: -228.59332 a.u.
- Gap between HOMO and LUMO: 9.66 eV

Each line ends with the natural charge from an NBO analysis.
Cartesian coordinates (Å):
C  1.89164  -0.07322  -0.01534  -0.418
C  -0.66703  -0.08712  -0.01693  0.450
C  -0.51070  1.40199  -0.00408  -0.687
H  2.10561  0.40630  -1.00732  0.182
H  2.74040  -0.77540  0.25173  0.218
H  1.86184  0.83793  0.65737  0.199
H  0.62231  -1.78478  -0.02816  0.390
H  0.34205  1.81829  -0.62736  0.223
H  -1.49444  1.87513  -0.26032  0.251
H  -0.24661  1.64880  1.09564  0.229
H  -1.70720  -1.69140  0.04258  0.327
N  0.57908  -0.73793  0.03946  -0.650
N  -1.79443  -0.65990  -0.02604  -0.713


7.
Below is 2 unconnected molecules or ions with the total composition C5H14N3, with properties calculated with ωB97M-V with the def2-TZVPD basis set.

- E_HOMO (spin up / spin down): -12.9 / -12.9 eV
- Charge: +1
- Energy above the lowest of the compared OMol25 structures with the same formula, charge and spin: 540.5 kJ/mol
- Total energy: -362.77332 a.u.
- Gap between HOMO and LUMO (spin up / spin down): 9.18 / 9.18 eV

Each line ends with the natural charge from an NBO analysis.
Cartesian coordinates (Å):
C  -1.50264  -0.86063  -1.09898  -0.026
C  1.34010  -1.74385  0.48893  -0.418
C  2.29273  0.17457  -0.75034  -0.490
C  0.32691  1.76856  0.58267  -0.483
C  -2.72403  0.24569  0.65756  -0.449
N  1.24257  -0.38107  0.13327  -0.049
N  0.36513  0.32396  0.61346  0.019
N  -1.51519  -0.13686  -0.07851  -0.304
H  -0.61471  -0.93070  -1.68450  0.177
H  -2.45794  -1.05339  -1.62332  0.189
H  0.28144  -2.02867  0.71126  0.247
H  1.58003  -2.12259  -0.46859  0.218
H  2.10547  -1.75793  1.28830  0.251
H  2.76940  -0.62035  -1.26932  0.237
H  1.84802  0.72103  -1.58731  0.234
H  2.96783  0.90170  -0.35675  0.247
H  0.61036  2.16888  1.59918  0.267
H  1.01262  2.26501  -0.25455  0.210
H  -0.70922  2.12909  0.52566  0.253
H  -3.52503  -0.11733  0.10334  0.207
H  -2.79336  1.28515  0.88413  0.224
H  -2.90047  -0.23029  1.58442  0.238


8.
Below is a molecular structure, C4H6N2O, with properties calculated with ωB97M-V with the def2-TZVPD basis set.

- E_HOMO (spin up / spin down): -7.9 / -7.9 eV
- Charge: 0
- Energy above the lowest of the compared OMol25 structures with the same formula, charge and spin: 690.9 kJ/mol
- Total energy: -340.53177 a.u.
- Gap between HOMO and LUMO (spin up / spin down): 7.70 / 7.69 eV

Each line ends with the natural charge from an NBO analysis.
Cartesian coordinates (Å):
C  0.52909  0.88554  0.39895  -0.007
N  -0.06129  -2.04064  -0.41547  -0.591
C  -0.61238  1.57515  -0.98658  0.364
C  -0.71032  0.17136  -0.38910  -0.159
C  1.13679  0.50673  1.49952  -0.441
N  0.16966  -0.79183  -0.76967  -0.103
O  -1.54376  2.36049  -0.89947  -0.625
H  -0.82709  -2.27818  0.21150  0.368
H  0.33408  -2.74603  -1.01884  0.401
H  0.18427  1.64949  -1.74380  0.155
H  -1.57342  -0.03057  0.24822  0.213
H  1.42954  -0.52074  1.69978  0.194
H  1.54483  1.25925  2.16495  0.232


Repeat the eighth record exactly.
Below is a molecular structure, C4H6N2O, with properties calculated with ωB97M-V with the def2-TZVPD basis set.

- E_HOMO (spin up / spin down): -7.9 / -7.9 eV
- Charge: 0
- Energy above the lowest of the compared OMol25 structures with the same formula, charge and spin: 690.9 kJ/mol
- Total energy: -340.53177 a.u.
- Gap between HOMO and LUMO (spin up / spin down): 7.70 / 7.69 eV

Each line ends with the natural charge from an NBO analysis.
Cartesian coordinates (Å):
C  0.52909  0.88554  0.39895  -0.007
N  -0.06129  -2.04064  -0.41547  -0.591
C  -0.61238  1.57515  -0.98658  0.364
C  -0.71032  0.17136  -0.38910  -0.159
C  1.13679  0.50673  1.49952  -0.441
N  0.16966  -0.79183  -0.76967  -0.103
O  -1.54376  2.36049  -0.89947  -0.625
H  -0.82709  -2.27818  0.21150  0.368
H  0.33408  -2.74603  -1.01884  0.401
H  0.18427  1.64949  -1.74380  0.155
H  -1.57342  -0.03057  0.24822  0.213
H  1.42954  -0.52074  1.69978  0.194
H  1.54483  1.25925  2.16495  0.232


What is the charge in the second record? 0


What did the seventh record say?
Below is 2 unconnected molecules or ions with the total composition C5H14N3, with properties calculated with ωB97M-V with the def2-TZVPD basis set.

- E_HOMO (spin up / spin down): -12.9 / -12.9 eV
- Charge: +1
- Energy above the lowest of the compared OMol25 structures with the same formula, charge and spin: 540.5 kJ/mol
- Total energy: -362.77332 a.u.
- Gap between HOMO and LUMO (spin up / spin down): 9.18 / 9.18 eV

Each line ends with the natural charge from an NBO analysis.
Cartesian coordinates (Å):
C  -1.50264  -0.86063  -1.09898  -0.026
C  1.34010  -1.74385  0.48893  -0.418
C  2.29273  0.17457  -0.75034  -0.490
C  0.32691  1.76856  0.58267  -0.483
C  -2.72403  0.24569  0.65756  -0.449
N  1.24257  -0.38107  0.13327  -0.049
N  0.36513  0.32396  0.61346  0.019
N  -1.51519  -0.13686  -0.07851  -0.304
H  -0.61471  -0.93070  -1.68450  0.177
H  -2.45794  -1.05339  -1.62332  0.189
H  0.28144  -2.02867  0.71126  0.247
H  1.58003  -2.12259  -0.46859  0.218
H  2.10547  -1.75793  1.28830  0.251
H  2.76940  -0.62035  -1.26932  0.237
H  1.84802  0.72103  -1.58731  0.234
H  2.96783  0.90170  -0.35675  0.247
H  0.61036  2.16888  1.59918  0.267
H  1.01262  2.26501  -0.25455  0.210
H  -0.70922  2.12909  0.52566  0.253
H  -3.52503  -0.11733  0.10334  0.207
H  -2.79336  1.28515  0.88413  0.224
H  -2.90047  -0.23029  1.58442  0.238